104
Properties=species:S:1:pos:R:3 method="wB97M-V/def2-TZVPD" total_charge=+1 de_lowest_ev=1.214 total_energy_ev=-132712.588 multiplicity=1 homo_ev=-13.00 max_force_ev_per_a=2.96 homo_lumo_gap_ha=0.23710
Sn 2.326 -1.362 1.586
B 0.173 0.194 -0.056
F 0.171 -1.146 -0.356
F 1.485 0.651 -0.288
F -0.752 0.805 -0.829
F 0.005 0.394 1.326
C -0.510 3.793 -2.590
C 1.004 3.443 -2.805
O 1.732 4.471 -2.170
C 2.161 5.549 -2.831
O 2.054 5.743 -4.015
C 2.814 6.599 -1.851
F 1.946 7.462 -1.345
F 3.442 5.957 -0.832
F 3.775 7.271 -2.480
H -0.875 4.446 -3.385
H -0.696 4.253 -1.621
H -1.203 2.958 -2.688
H 1.295 3.372 -3.852
H 1.174 2.555 -2.200
C -2.198 1.469 4.097
C -1.770 0.012 3.992
O -1.589 -0.560 5.301
C -0.447 -1.237 5.552
O 0.459 -1.375 4.756
C -0.447 -1.804 6.973
F 0.202 -2.936 7.026
F 0.143 -0.855 7.742
F -1.679 -2.023 7.455
H -1.806 2.073 3.276
H -1.851 1.992 4.987
H -3.279 1.532 3.979
H -0.897 0.032 3.342
H -2.516 -0.542 3.426
C -4.415 -0.952 1.132
C -3.048 -1.607 0.975
O -2.974 -2.717 1.871
C -1.808 -3.230 2.228
O -0.729 -2.732 1.960
C -1.897 -4.363 3.260
F -1.061 -4.169 4.285
F -3.106 -4.546 3.763
F -1.542 -5.480 2.646
H -5.225 -1.673 1.044
H -4.475 -0.135 0.413
H -4.456 -0.476 2.113
H -2.220 -0.899 0.949
H -3.011 -2.102 0.002
C 4.917 1.577 -1.816
C 5.033 0.109 -2.259
O 4.001 -0.174 -3.212
C 2.953 -0.954 -2.887
O 2.851 -1.439 -1.801
C 1.784 -0.926 -3.918
F 1.684 -2.075 -4.588
F 0.581 -0.718 -3.348
F 1.974 -0.009 -4.864
H 5.319 2.141 -2.657
H 5.531 1.866 -0.962
H 3.909 1.853 -1.509
H 5.077 -0.700 -1.528
H 5.996 -0.066 -2.741
C -1.425 1.217 -4.865
C -2.733 0.808 -5.540
O -3.046 -0.537 -5.092
C -3.721 -0.855 -4.035
O -4.194 -0.076 -3.235
C -3.815 -2.387 -3.801
F -3.942 -2.620 -2.469
F -4.906 -2.832 -4.414
F -2.727 -2.993 -4.255
H -1.291 0.846 -3.849
H -1.248 2.292 -4.867
H -0.567 0.763 -5.365
H -2.611 0.807 -6.621
H -3.539 1.508 -5.324
C -0.844 -3.518 -1.863
C 0.503 -4.153 -2.248
O 0.751 -5.246 -1.391
C 1.339 -5.211 -0.203
O 1.519 -4.222 0.484
C 1.585 -6.626 0.388
F 2.872 -6.969 0.453
F 1.022 -6.606 1.581
F 1.014 -7.548 -0.392
H -1.052 -2.489 -2.156
H -1.067 -3.453 -0.796
H -1.661 -4.125 -2.253
H 1.394 -3.528 -2.158
H 0.403 -4.372 -3.310
C 0.355 4.763 2.258
C 0.921 3.326 2.371
O 1.222 3.184 3.784
C 1.593 1.998 4.199
O 1.703 1.027 3.468
C 1.950 2.033 5.725
F 1.861 3.277 6.219
F 1.165 1.177 6.349
F 3.200 1.605 5.837
H 1.124 5.503 2.050
H -0.348 5.108 3.013
H -0.230 4.724 1.335
H 1.824 3.184 1.779
H 0.161 2.626 2.029

---

72
Properties=species:S:1:pos:R:3 method="wB97M-V/def2-TZVPD" total_charge=+4 de_lowest_ev=0.000 total_energy_ev=-239620.395 multiplicity=1 homo_ev=-19.93 max_force_ev_per_a=0.47 homo_lumo_gap_ha=0.26907
Hf -0.634 0.403 -0.410
C -3.605 2.679 0.460
Se -2.749 2.126 -1.212
C -4.151 1.018 -1.999
C -4.473 -0.214 -1.180
Se -2.887 -1.280 -0.770
C -2.659 -2.229 -2.469
H -4.458 3.297 0.191
H -2.878 3.282 1.000
H -3.914 1.823 1.054
H -3.785 0.771 -2.997
H -5.026 1.657 -2.127
H -5.166 -0.876 -1.703
H -4.922 0.026 -0.217
H -3.387 -3.037 -2.480
H -1.649 -2.629 -2.491
H -2.825 -1.548 -3.299
C -1.194 0.118 4.026
C -1.152 -0.135 2.662
N -0.707 0.760 1.763
C -0.307 1.985 2.229
C -0.310 2.319 3.589
C -0.762 1.341 4.498
C 0.115 3.628 3.990
C 0.490 4.546 3.069
C 0.475 4.234 1.671
C 0.825 5.157 0.663
C 0.764 4.771 -0.656
C 0.354 3.477 -0.973
N 0.020 2.573 -0.047
C 0.091 2.952 1.260
H -1.565 -0.643 4.699
H -1.494 -1.084 2.268
H -0.780 1.558 5.559
H 0.119 3.870 5.045
H 0.799 5.538 3.373
H 1.131 6.161 0.932
H 1.016 5.455 -1.454
H 0.282 3.173 -2.011
C 5.213 0.687 -0.252
C 3.955 0.585 -1.059
C 3.972 0.510 -2.455
C 2.791 0.428 -3.187
C 1.632 0.422 -2.454
Br -0.123 0.355 -3.238
N 1.557 0.489 -1.129
C 2.709 0.570 -0.440
H 6.091 0.669 -0.893
H 5.290 -0.140 0.454
H 5.230 1.616 0.319
H 4.919 0.524 -2.981
H 2.788 0.379 -4.267
H 2.621 0.631 0.640
O -0.008 -1.519 -0.121
C 0.708 -2.478 0.365
C 0.240 -3.327 1.497
C 0.142 -4.769 0.903
C -0.204 -4.855 -0.603
C 0.965 -4.729 -1.604
C 1.578 -3.330 -1.711
N 1.774 -2.885 -0.297
H -0.735 -2.980 1.834
H 0.932 -3.299 2.342
H -0.622 -5.293 1.476
H 1.073 -5.305 1.094
H -1.000 -4.137 -0.842
H -0.651 -5.834 -0.771
H 0.633 -5.036 -2.598
H 1.747 -5.439 -1.324
H 0.913 -2.613 -2.193
H 2.535 -3.326 -2.225
H 2.293 -3.596 0.213

---

80
Properties=species:S:1:pos:R:3 method="wB97M-V/def2-TZVPD" total_charge=0 de_lowest_ev=1.493 total_energy_ev=-120229.981 multiplicity=1 homo_ev=-6.86 max_force_ev_per_a=3.00 homo_lumo_gap_ha=0.24392
Ti -0.951 -0.977 -1.101
O -0.173 -1.989 -7.117
C -0.177 -2.035 -5.770
C -1.042 -2.857 -5.023
C -1.308 -2.498 -3.694
N -0.511 -1.619 -3.079
C 0.491 -1.002 -3.735
C 0.605 -1.092 -5.105
C 1.156 -0.029 -2.797
O 1.723 0.948 -3.235
O 0.832 -0.213 -1.524
C -2.322 -3.130 -2.718
O -3.018 -4.068 -3.074
O -2.291 -2.464 -1.583
H -0.668 -2.785 -7.504
H -1.604 -3.660 -5.494
H 1.309 -0.441 -5.608
C -2.565 -0.952 4.187
O -1.723 -0.614 3.053
C -1.822 -1.365 1.945
O -1.217 -0.909 0.932
N -2.527 -2.529 1.995
N -2.296 -3.560 1.070
H -2.373 -0.165 4.934
H -2.311 -1.962 4.597
H -3.677 -0.941 3.954
H -2.920 -2.871 2.873
H -1.596 -3.303 0.372
H -3.159 -3.857 0.641
Cl -1.754 2.400 -3.396
C -2.939 2.438 -2.139
C -3.780 3.521 -1.945
C -4.816 3.515 -0.961
C -5.193 2.264 -0.416
C -4.345 1.160 -0.609
Cl -4.782 -0.368 0.021
C -3.098 1.212 -1.371
N -2.094 0.323 -1.226
H -3.564 4.450 -2.530
H -5.321 4.438 -0.665
H -6.013 2.176 0.280
C 1.761 -5.056 -0.570
S 1.591 -3.280 -0.540
O 0.077 -2.925 -0.409
C 2.243 -3.013 1.097
C 3.582 -2.607 1.031
C 4.443 -2.948 2.095
C 3.957 -3.633 3.192
C 2.562 -3.796 3.337
C 1.685 -3.544 2.273
H 1.385 -5.475 0.371
H 2.856 -5.212 -0.669
H 1.167 -5.519 -1.390
H 3.922 -1.958 0.240
H 5.478 -2.695 2.052
H 4.651 -4.016 3.960
H 2.157 -4.022 4.330
H 0.609 -3.798 2.345
C 0.383 5.598 2.961
C -0.059 5.102 1.582
P 1.067 4.017 0.579
C 2.592 5.067 0.487
C 3.754 4.346 -0.169
C 1.620 2.775 1.786
C 2.362 1.489 1.313
H -0.505 5.699 3.631
H 0.943 6.541 2.905
H 0.940 4.794 3.457
H -0.322 5.903 0.899
H -0.960 4.519 1.632
H 2.779 5.431 1.473
H 2.274 5.939 -0.040
H 4.346 3.845 0.616
H 4.392 5.089 -0.684
H 3.430 3.712 -0.985
H 0.700 2.441 2.324
H 2.270 3.222 2.577
H 2.234 0.605 1.911
H 3.450 1.643 1.239
H 2.019 1.132 0.326

---

77
Properties=species:S:1:pos:R:3 method="wB97M-V/def2-TZVPD" total_charge=-1 de_lowest_ev=0.134 total_energy_ev=-134000.665 multiplicity=2 homo_ev="-4.10 / -4.06" max_force_ev_per_a=0.33 homo_lumo_gap_ha="0.23395 / 0.23253" s2=0.791
Co -0.800 0.586 0.742
S 3.572 0.234 1.405
C 3.431 0.764 -0.247
C 4.432 1.063 -1.165
C 4.051 1.457 -2.434
C 2.700 1.547 -2.787
C 1.702 1.250 -1.881
C 2.079 0.862 -0.595
N 1.212 0.542 0.438
C 1.841 0.192 1.523
C 1.046 -0.224 2.673
C 1.601 -0.629 3.883
C 0.760 -1.049 4.899
C -0.615 -1.064 4.677
C -1.150 -0.659 3.461
C -0.341 -0.213 2.412
H 5.478 0.992 -0.897
H 4.811 1.696 -3.166
H 2.433 1.856 -3.790
H 0.649 1.314 -2.124
H 2.676 -0.621 4.034
H 1.168 -1.369 5.850
H -1.276 -1.408 5.465
H -2.222 -0.713 3.313
C -4.651 -1.070 -3.295
Si -5.134 0.325 -2.128
C -4.172 1.861 -2.605
C -6.971 0.674 -2.421
Si -4.629 -0.313 0.072
Te -2.337 -1.297 0.002
Si -5.950 -2.134 0.728
C -7.810 -1.805 0.709
C -5.490 -2.660 2.478
C -5.623 -3.588 -0.421
Si -4.996 1.496 1.519
C -4.709 1.083 3.339
C -3.899 2.960 1.112
C -6.796 2.038 1.329
H -4.794 -0.748 -4.332
H -5.258 -1.962 -3.129
H -3.605 -1.344 -3.154
H -4.246 2.029 -3.684
H -3.119 1.765 -2.337
H -4.566 2.748 -2.102
H -7.141 0.879 -3.482
H -7.317 1.540 -1.854
H -7.596 -0.177 -2.141
H -8.090 -1.015 1.409
H -8.348 -2.713 0.998
H -8.160 -1.509 -0.282
H -5.838 -1.932 3.214
H -4.406 -2.753 2.573
H -5.944 -3.625 2.721
H -5.987 -3.386 -1.430
H -6.131 -4.483 -0.048
H -4.553 -3.795 -0.483
H -3.674 1.292 3.621
H -4.913 0.040 3.579
H -5.360 1.707 3.958
H -2.852 2.661 1.154
H -4.055 3.766 1.835
H -4.083 3.351 0.110
H -7.489 1.219 1.532
H -7.001 2.403 0.320
H -7.014 2.847 2.033
F 0.841 6.950 -0.438
C 0.356 5.696 -0.515
C -0.150 5.207 -1.708
F -0.146 5.996 -2.794
C -0.644 3.921 -1.796
F -1.097 3.489 -2.985
C -0.670 3.042 -0.693
O -1.132 1.838 -0.770
C -0.131 3.583 0.489
F -0.120 2.789 1.591
C 0.362 4.867 0.591
F 0.849 5.314 1.758

---

75
Properties=species:S:1:pos:R:3 method="wB97M-V/def2-TZVPD" total_charge=+2 de_lowest_ev=1.150 total_energy_ev=-62699.073 multiplicity=1 homo_ev="-12.98 / -12.98" max_force_ev_per_a=4.55 homo_lumo_gap_ha="0.16648 / 0.16689"
Pt 0.718 0.639 0.045
F -0.533 0.636 5.263
C 0.457 0.656 4.370
C 0.166 0.455 3.027
C 1.187 0.510 2.088
C 2.526 0.727 2.485
C 2.765 0.916 3.853
F 4.003 1.140 4.303
C 1.753 0.888 4.797
C 3.549 0.749 1.429
C 4.930 0.754 1.644
C 5.789 0.764 0.556
C 5.271 0.791 -0.730
C 3.891 0.782 -0.870
N 3.082 0.750 0.170
H -0.850 0.233 2.730
H 1.974 1.036 5.841
H 5.334 0.751 2.643
H 6.857 0.754 0.711
H 5.912 0.837 -1.595
H 3.420 0.817 -1.841
C -6.572 0.969 -0.844
O -5.929 0.893 -2.101
C -4.603 0.923 -2.179
C -4.078 0.829 -3.497
C -2.718 0.870 -3.716
C -1.805 0.997 -2.673
C -0.368 1.041 -2.954
C 0.049 1.703 -4.238
O 0.501 0.571 -2.223
C -2.314 1.065 -1.308
O -1.567 1.170 -0.294
C -3.723 1.028 -1.121
H -7.638 0.924 -1.055
H -6.348 1.912 -0.338
H -6.299 0.122 -0.208
H -4.776 0.717 -4.311
H -2.350 0.743 -4.721
H -0.599 2.524 -4.528
H 0.025 0.948 -5.027
H 1.077 2.048 -4.140
H -4.069 1.073 -0.101
C -2.201 3.711 1.994
N -0.938 3.337 1.398
C -0.529 3.711 0.200
N -1.242 4.524 -0.574
S 0.994 3.183 -0.400
H -2.224 3.352 3.020
H -3.037 3.271 1.445
H -2.308 4.797 2.007
H -0.391 2.616 1.862
H -2.083 4.978 -0.257
H -0.853 4.829 -1.452
C 2.896 -2.857 -0.659
C 2.063 -2.698 0.610
N 0.795 -3.392 0.548
C 0.780 -4.788 0.945
C 0.948 -5.760 -0.229
C -0.288 -2.763 0.071
C -1.593 -3.506 0.066
N -0.227 -1.532 -0.348
H 3.816 -2.293 -0.552
H 2.353 -2.481 -1.521
H 3.162 -3.895 -0.823
H 1.850 -1.634 0.768
H 2.622 -3.079 1.466
H -0.146 -5.003 1.480
H 1.605 -4.943 1.644
H 0.219 -5.577 -1.014
H 0.820 -6.778 0.130
H 1.941 -5.675 -0.659
H -1.892 -3.727 1.090
H -1.519 -4.446 -0.473
H -2.378 -2.912 -0.395
H -1.114 -1.224 -0.732

---

74
Properties=species:S:1:pos:R:3 method="wB97M-V/def2-TZVPD" total_charge=0 total_energy_ev=-58127.707 multiplicity=1 homo_ev=-7.63 max_force_ev_per_a=1.13 homo_lumo_gap_ha=0.30053
C -5.407 -5.775 1.046
C -4.341 -4.727 0.945
C -4.658 -3.383 1.112
C -3.681 -2.409 1.047
C -2.359 -2.764 0.790
C -2.033 -4.106 0.620
C -3.017 -5.074 0.704
H -2.753 -6.114 0.580
H -1.009 -4.405 0.447
C -1.342 -1.679 0.728
O -1.328 -0.737 1.497
N -0.470 -1.816 -0.315
C 0.611 -1.008 -0.658
C 0.648 0.341 -0.597
C -0.442 1.216 -0.260
C -1.784 0.970 -0.396
N -2.530 2.040 0.026
C -1.662 3.021 0.464
C -1.934 4.266 1.007
C -0.857 5.053 1.365
C 0.453 4.606 1.195
C 0.723 3.361 0.668
C -0.341 2.549 0.286
H 1.742 3.026 0.571
H 1.271 5.243 1.497
H -1.032 6.028 1.794
H -2.951 4.586 1.163
S -4.214 2.080 -0.105
O -4.718 3.015 0.839
O -4.664 0.731 -0.088
N -4.485 2.688 -1.626
C -4.136 4.078 -1.788
H -4.650 4.475 -2.663
H -3.055 4.223 -1.907
H -4.476 4.603 -0.900
C -4.077 1.815 -2.700
H -4.367 0.805 -2.425
H -4.597 2.105 -3.613
H -2.994 1.853 -2.875
H -2.298 0.123 -0.802
H 1.576 0.837 -0.845
C 1.697 -1.864 -1.233
O 1.426 -3.007 -1.589
N 2.925 -1.333 -1.371
H 3.206 -0.494 -0.875
C 4.037 -2.142 -1.816
C 5.035 -2.400 -0.685
H 4.500 -2.800 0.177
H 5.754 -3.153 -1.011
C 5.806 -1.137 -0.303
N 4.928 -0.066 0.154
C 4.521 -0.231 1.543
C 3.529 0.870 1.921
H 3.285 0.817 2.983
O 4.074 2.154 1.710
C 4.505 2.310 0.381
C 5.533 1.248 -0.005
H 5.820 1.386 -1.050
H 6.428 1.362 0.629
H 4.938 3.310 0.315
H 3.650 2.240 -0.310
H 2.604 0.748 1.339
H 4.039 -1.201 1.667
H 5.395 -0.181 2.216
H 6.564 -1.382 0.459
H 6.332 -0.776 -1.191
H 3.621 -3.085 -2.177
H 4.539 -1.632 -2.644
H -0.393 -2.729 -0.762
H -3.934 -1.366 1.165
H -5.683 -3.096 1.297
H -5.065 -6.721 0.635
H -6.304 -5.462 0.516
H -5.676 -5.933 2.091